Computed, not measured: a 2-piece molecular cluster, C6H14NS overall, with ωB97M-V/def2-TZVPD.

F_max, eV/Å: 5.66
LUMO level, eV: 3.490
Energy relative to the best compared isomer or geometry (same formula, charge and spin), kJ/mol: 513.8
Net charge: -1

Last column: natural (NBO) charge in e.
CARTESIAN COORDINATES (ANGSTROEM)
S: -2.418 -0.402 -2.839  -0.723
N: 0.597 0.212 0.423  -0.381
C: 0.349 0.122 -1.354  -0.450
C: -2.170 0.825 -1.436  -0.544
C: 1.472 -1.905 -0.381  -0.641
C: -0.706 1.237 -1.613  -0.372
C: 0.323 -0.927 -0.279  -0.127
C: 0.487 0.519 3.771  -0.859
H: 0.006 1.177 3.062  0.237
H: 0.257 -0.487 -2.422  0.351
H: -0.518 1.587 -2.669  0.199
H: 1.422 -2.629 0.420  0.203
H: 1.300 0.964 4.301  0.203
H: -0.707 -1.316 -0.393  0.217
H: -0.360 2.108 -0.981  0.180
H: 0.835 -0.317 3.265  0.215
H: 2.365 -1.265 -0.081  0.216
H: 1.307 0.671 -1.442  0.248
H: -2.161 0.448 -0.445  0.192
H: -0.445 0.218 4.260  0.205
H: 1.672 -2.412 -1.326  0.207
H: -2.906 1.572 -1.841  0.224

---

Computed, not measured: one molecule with the formula C2H2INO2S, with ωB97M-V/def2-TZVPD.

SMILES: N#CCS(=O)(=O)I
F_max, eV/Å: 3.70
LUMO level, eV: -1.715
Energy relative to the best compared isomer or geometry (same formula, charge and spin), kJ/mol: 0.0

Last column: natural (NBO) charge in e.
CARTESIAN COORDINATES (ANGSTROEM)
I: 1.050 -2.928 -1.064  -0.100
S: 1.081 -0.474 -1.637  1.977
O: 0.464 -0.394 -2.934  -0.875
O: 2.454 -0.125 -1.491  -0.874
N: 0.995 2.735 -0.013  -0.242
C: 0.527 1.738 -0.257  0.243
C: 0.037 0.322 -0.368  -0.708
H: 0.193 -0.051 0.609  0.289
H: -0.929 0.132 -0.829  0.289

---

Computed, not measured: C16H19ClN2O4 as an isolated structure, with ωB97M-V/def2-TZVPD.

F_max, eV/Å: 16.80
LUMO level, eV: -0.626
Energy relative to the best compared isomer or geometry (same formula, charge and spin), kJ/mol: 1568.0

Last column: natural (NBO) charge in e.
CARTESIAN COORDINATES (ANGSTROEM)
Cl: -1.072 3.779 2.990  -0.112
O: -1.848 -2.972 0.729  -0.558
O: 3.460 -1.329 -2.039  -0.613
O: 1.547 -1.158 -3.189  -0.696
O: -2.497 0.108 -1.136  -0.723
N: 2.566 0.049 0.071  -0.561
N: -1.313 -1.326 -2.557  -0.578
C: 1.963 0.034 -1.127  -0.009
C: 2.088 1.257 2.256  -0.163
C: -1.607 -0.816 2.067  -0.738
C: 1.681 1.035 0.941  0.182
C: -1.119 -3.424 -1.452  -0.400
C: -0.414 1.033 -2.247  -0.507
C: 2.339 -0.883 -2.127  0.766
C: 1.147 2.239 2.690  -0.219
C: -2.079 -2.605 -2.113  -0.228
C: 0.751 0.677 -1.072  0.064
C: 0.687 1.239 0.276  -0.172
C: -1.795 -2.148 1.883  -0.014
C: -0.323 2.199 0.885  -0.114
C: 0.024 2.448 2.158  -0.027
C: -0.554 -3.068 0.044  -0.039
C: -1.348 0.044 -2.001  0.652
H: 3.743 -1.960 -2.612  0.517
H: 3.426 -0.485 0.268  0.425
H: -0.468 -1.435 -2.826  0.368
H: -0.762 1.942 -2.117  0.242
H: -0.037 -3.624 0.556  0.162
H: -1.646 -4.410 -1.358  0.215
H: 2.796 1.015 2.761  0.195
H: -2.816 -2.784 2.560  0.187
H: -2.865 -2.090 -1.649  0.274
H: -0.969 -2.810 2.777  0.086
H: -1.404 2.689 0.207  0.302
H: -0.387 -2.115 -0.010  0.170
H: -2.231 -0.248 1.272  0.262
H: 0.160 0.846 -3.212  0.280
H: -0.580 -0.502 1.812  0.206
H: -2.034 -0.248 3.039  0.262
H: -0.071 -3.603 -1.890  0.208
H: -2.139 -3.116 -2.904  0.198
H: 1.515 2.625 3.736  0.248

---

Computed, not measured: a 6-piece molecular cluster, C7H15BCl10 overall, with ωB97M-V/def2-TZVPD.

SMILES: ClCCl.ClCCl.ClCCl.ClCCl.ClCCl.BC=C
F_max, eV/Å: 2.22
LUMO level, eV: 0.320

Last column: natural (NBO) charge in e.
CARTESIAN COORDINATES (ANGSTROEM)
Cl: -4.737 2.415 2.604  -0.023
Cl: -2.101 0.792 7.730  -0.024
Cl: 0.895 -3.466 -8.155  -0.029
Cl: -3.321 1.139 0.403  -0.027
Cl: -0.468 0.506 -0.292  -0.004
Cl: -1.540 -0.506 5.167  -0.029
Cl: 0.946 -0.784 -2.508  -0.041
Cl: 5.504 -1.544 -3.856  -0.021
Cl: 2.694 -5.749 -7.829  -0.026
Cl: 3.635 -3.788 -3.698  -0.031
C: -1.203 2.985 3.117  -0.394
C: -0.144 2.201 3.145  -0.531
C: 2.418 -4.042 -7.463  -0.395
C: -0.630 -0.379 -1.811  -0.391
C: 4.210 -2.306 -2.924  -0.391
C: -4.907 1.533 1.083  -0.399
C: -1.194 0.877 6.215  -0.397
B: 1.204 2.960 3.037  0.431
H: -2.118 2.709 2.619  0.216
H: 3.383 -1.612 -2.843  0.222
H: -0.134 0.883 6.442  0.221
H: -0.197 1.116 3.252  0.226
H: -5.448 0.613 1.271  0.223
H: -5.451 2.150 0.378  0.222
H: -1.470 1.784 5.690  0.232
H: -1.172 -1.298 -1.623  0.225
H: -1.082 3.962 3.574  0.192
H: 2.382 -3.917 -6.388  0.226
H: 1.821 2.939 2.023  -0.073
H: 3.232 -3.460 -7.879  0.222
H: -1.173 0.238 -2.518  0.225
H: 4.587 -2.552 -1.938  0.224
H: 1.579 3.598 3.975  -0.080

---

Computed, not measured: a 2-piece molecular cluster, C3H2BrO2S overall, with ωB97M-V/def2-TZVPD.

F_max, eV/Å: 3.87
LUMO level (alpha / beta), eV: 3.119 / 3.119
Energy relative to the best compared isomer or geometry (same formula, charge and spin), kJ/mol: 104.9
Net charge: -1

Last column: natural (NBO) charge in e.
CARTESIAN COORDINATES (ANGSTROEM)
Br: 2.794 1.963 -0.047  -0.368
S: -2.809 0.004 -0.192  1.671
O: -3.015 0.767 1.009  -0.891
O: -2.886 -1.418 -0.128  -0.895
C: 1.095 -0.779 -0.534  -0.377
C: 1.427 0.337 0.321  -0.237
C: 0.172 0.214 -0.423  -0.258
H: 1.610 -1.283 -1.296  0.197
H: 1.612 0.195 1.289  0.158

---

Computed, not measured: C28H41N2O2 as an isolated structure, with ωB97M-V/def2-TZVPD.

F_max, eV/Å: 16.79
LUMO level, eV: -2.723
Energy relative to the best compared isomer or geometry (same formula, charge and spin), kJ/mol: 2491.7
Net charge: +1

Last column: natural (NBO) charge in e.
CARTESIAN COORDINATES (ANGSTROEM)
O: -2.834 0.398 4.218  -0.605
O: -0.190 0.158 2.618  -0.596
N: -2.999 0.433 1.315  -0.351
N: -3.554 2.652 0.944  -0.371
C: 2.343 1.066 -0.619  -0.098
C: 0.705 -2.699 0.936  -0.359
C: -2.698 -0.673 2.217  -0.206
C: -2.422 0.879 0.226  0.062
C: 0.029 -6.641 1.190  -0.509
C: -1.555 0.611 4.594  -0.045
C: 2.521 1.140 -3.002  -0.394
C: 1.589 2.085 -0.098  -0.158
C: -2.107 2.797 -1.356  -0.266
C: -4.230 3.760 0.847  -0.422
C: 2.163 -0.017 -0.040  -0.074
C: -0.714 1.255 3.404  -0.109
C: -0.916 0.610 -1.860  -0.107
C: 1.524 -0.523 0.982  -0.120
C: -3.473 -0.703 3.434  -0.095
C: 0.711 1.924 1.076  -0.290
C: 0.040 -5.193 0.774  -0.407
C: -1.304 2.144 -2.109  -0.156
C: 2.665 1.124 -5.434  -0.403
C: 3.696 1.433 -6.655  -0.600
C: 3.424 1.592 -1.688  -0.327
C: -2.424 2.154 -0.125  0.196
C: 1.396 -1.817 1.637  -0.439
C: -3.567 1.469 1.648  0.371
C: -1.609 0.075 -0.536  -0.180
C: 3.408 1.279 -4.105  -0.381
C: 0.709 -4.336 1.553  -0.392
C: 0.813 0.458 1.608  0.330
H: 2.520 0.223 -5.655  0.207
H: -1.582 1.340 5.408  0.204
H: 4.104 2.364 -6.609  0.198
H: 2.151 1.888 -5.314  0.199
H: 4.359 0.864 -4.147  0.216
H: -1.240 -0.241 4.766  0.157
H: -1.323 2.088 2.971  0.183
H: 0.486 -4.360 2.577  0.208
H: 3.156 1.265 -7.569  0.205
H: -1.218 -5.157 0.636  0.165
H: 0.100 2.663 1.458  0.214
H: 0.992 -2.723 -0.053  0.206
H: 1.733 -4.348 1.434  0.213
H: -0.719 2.433 -3.001  0.239
H: 3.616 2.509 -1.639  0.195
H: 4.568 0.765 -6.792  0.203
H: -0.331 -7.316 0.736  0.171
H: 2.057 0.181 -3.148  0.207
H: -1.734 -0.994 1.999  0.297
H: -0.294 -2.400 0.942  0.169
H: -0.320 0.019 -2.410  0.207
H: 0.248 1.778 4.107  0.200
H: 4.153 0.862 -1.615  0.214
H: -2.890 -1.385 4.358  0.264
H: 1.210 -1.627 2.759  0.234
H: 1.736 1.879 -3.108  0.187
H: 1.187 -7.020 1.278  0.169
H: 2.456 -1.981 1.805  0.223
H: 0.180 -5.239 -0.268  0.218
H: -2.461 3.679 -1.544  0.232
H: -4.218 1.588 2.710  0.252
H: -4.833 3.996 1.897  0.233
H: -4.399 -0.677 3.624  0.209
H: -3.442 4.708 0.971  0.235
H: -3.517 -1.537 1.503  0.208
H: -0.076 -6.605 2.387  0.186
H: 3.009 -0.984 -0.283  0.150
H: 3.931 2.366 -4.059  0.166
H: -1.328 -0.843 -0.305  0.210
H: -4.983 3.855 0.069  0.235
H: 1.814 3.231 -0.470  0.210

---

Computed, not measured: a 2-piece molecular cluster, C11H13BrN2O2 overall, with ωB97M-V/def2-TZVPD.

F_max, eV/Å: 16.60
LUMO level, eV: 0.032
Energy relative to the best compared isomer or geometry (same formula, charge and spin), kJ/mol: 996.7

Last column: natural (NBO) charge in e.
CARTESIAN COORDINATES (ANGSTROEM)
Br: 1.687 -2.493 0.241  -0.007
O: 1.836 -0.074 -2.930  -0.522
O: -3.188 -0.578 1.133  -0.509
N: 0.051 -0.480 -1.936  -0.478
N: -0.797 -0.554 -0.755  -0.309
C: -2.357 -1.604 0.694  -0.091
C: -1.637 0.509 -0.775  -0.224
C: 2.002 -0.543 0.490  0.040
C: 2.660 1.296 1.923  -0.121
C: 1.923 1.700 -0.276  -0.132
C: 1.326 -0.147 -1.977  0.646
C: -1.746 -1.671 -0.664  -0.290
C: 2.495 2.216 0.809  -0.236
C: 2.505 -0.155 1.487  -0.316
C: -2.359 0.604 0.818  -0.079
C: 1.836 0.405 -0.714  -0.115
H: -1.085 1.525 -0.610  0.208
H: -1.034 -2.636 -0.656  0.250
H: 2.817 -0.701 2.324  0.231
H: 3.191 1.362 2.706  0.184
H: 2.772 3.177 0.885  0.222
H: -2.541 -1.532 -1.320  0.182
H: -3.126 -2.363 0.864  0.207
H: -2.943 1.640 0.921  0.188
H: -1.521 -1.841 1.466  0.168
H: 1.776 2.512 -1.495  0.184
H: -1.516 0.717 1.396  0.165
H: -2.414 0.552 -1.341  0.160
H: -0.612 -0.842 -2.708  0.392

---

Computed, not measured: CH7N3OP as an isolated structure, with ωB97M-V/def2-TZVPD.

F_max, eV/Å: 5.38
LUMO level, eV: -3.947
Energy relative to the best compared isomer or geometry (same formula, charge and spin), kJ/mol: 162.6
Net charge: +1

Last column: natural (NBO) charge in e.
CARTESIAN COORDINATES (ANGSTROEM)
P: 2.326 -0.305 0.622  0.545
O: -1.292 -1.222 -0.871  -0.577
N: -0.051 0.420 0.326  -0.415
N: 1.028 0.084 -0.435  -0.806
N: -2.301 0.113 0.607  -0.737
C: -1.178 -0.214 -0.001  0.801
H: 3.188 -1.001 -0.274  -0.004
H: 0.042 1.206 0.870  0.415
H: -3.211 -0.091 0.261  0.442
H: 1.001 0.673 -1.628  0.413
H: -0.416 -1.333 -1.263  0.529
H: -2.358 0.826 1.286  0.419
H: 3.222 0.845 0.500  -0.025

---

Q: What is the F_max in the eighth record?
A: 5.38 eV/Å